(1)
Entry from the Open Molecules 2025 dataset: the molecule C6H12O (ωB97M-V/def2-TZVPD).

```
19
Properties=species:S:1:pos:R:3:lowdin_charge:R:1
C -0.86 -0.55 1.69 -0.013
C -0.73 0.04 0.29 -0.476
C -1.85 -0.34 -0.66 -0.017
O -0.33 1.41 0.20 0.016
C 0.60 0.41 -0.22 -0.490
C 1.85 0.32 0.64 -0.015
C 0.91 0.32 -1.70 -0.013
H -1.91 -0.56 2.02 0.079
H -0.29 0.02 2.42 0.078
H -0.50 -1.58 1.69 0.094
H -1.64 -1.27 -1.20 0.090
H -2.01 0.46 -1.38 0.085
H -2.78 -0.48 -0.11 0.077
H 2.29 -0.68 0.62 0.090
H 2.60 1.02 0.27 0.086
H 1.64 0.59 1.68 0.076
H 1.59 1.12 -2.01 0.087
H 0.01 0.38 -2.32 0.073
H 1.41 -0.63 -1.91 0.091
```

HOMO-LUMO gap	10.922	eV
strongest force on any atom	0.282	eV Å⁻¹
ΔE to the lowest compared entry with this formula, charge and spin	0.9007	eV
structure (SMILES)	CC1(C)OC1(C)C
LUMO energy	0.0353	hartree

***

(2)
Entry from the Open Molecules 2025 dataset: a structure of composition C18H15CrN6S2 (ωB97M-V/def2-TZVPD).

```
42
Properties=species:S:1:pos:R:3:lowdin_charge:R:1
Cr -0.01 -0.05 -0.18 0.375
C 1.36 0.79 2.30 -0.089
N 0.07 0.16 1.99 -0.090
C -1.13 0.92 2.36 -0.091
C -2.23 0.55 1.41 -0.255
N -1.95 0.12 0.20 0.033
C -3.15 -0.13 -0.43 -0.189
C -3.42 -0.64 -1.69 -0.001
C -4.74 -0.81 -2.03 -0.060
C -5.77 -0.47 -1.14 -0.065
C -5.52 0.04 0.12 -0.003
C -4.19 0.20 0.46 -0.163
N -3.56 0.62 1.62 0.197
C 2.36 0.40 1.24 -0.257
N 1.96 0.00 0.05 0.036
C 3.10 -0.25 -0.68 -0.188
C 3.25 -0.69 -1.99 -0.001
C 4.54 -0.86 -2.45 -0.061
C 5.65 -0.60 -1.63 -0.066
C 5.51 -0.17 -0.33 -0.003
C 4.22 0.01 0.13 -0.164
N 3.70 0.43 1.35 0.196
H 1.74 0.52 3.30 0.143
H 1.24 1.88 2.26 0.133
H 0.04 -0.76 2.43 0.148
H -0.91 1.99 2.22 0.129
H -1.44 0.76 3.40 0.143
H -2.62 -0.90 -2.37 0.098
H -5.00 -1.22 -2.99 0.112
H -6.80 -0.62 -1.45 0.112
H -6.32 0.29 0.80 0.116
H -4.02 0.94 2.46 0.180
H 2.39 -0.89 -2.61 0.095
H 4.70 -1.20 -3.46 0.112
H 6.64 -0.76 -2.04 0.111
H 6.37 0.01 0.30 0.116
H 4.25 0.70 2.15 0.180
S -0.08 0.89 -2.56 0.754
C 0.02 1.82 -1.23 -0.915
N 0.10 2.25 -0.14 0.093
S -0.25 -3.37 -0.76 0.785
C -0.11 -1.89 -0.37 -0.735
```

2S+1	3
HOMO-LUMO gap (alpha / beta)	8.931 / 6.578	eV
strongest force on any atom	1.032	eV Å⁻¹
LUMO energy (alpha / beta)	-0.0937 / -0.1354	hartree
expectation value of S²	2.2026
net charge	+1

***

no.,molar mass (u)
1,100.16
2,431.49